C72H184N12O24 | wB97M-V/def2-TZVPD

Each line ends with the Löwdin charge.
Element x y z (Å)
C: 4.829 -5.943 3.110  -0.08
C: 4.417 -4.733 2.307  -0.39
O: 3.143 -4.373 2.537  -0.04
H: 5.713 -6.361 2.628  0.07
H: 4.016 -6.660 2.993  0.08
H: 5.005 -5.808 4.177  0.08
H: 4.619 -4.951 1.259  0.09
H: 5.033 -3.949 2.748  0.12
H: 3.263 -3.424 2.459  0.04
C: 0.426 -0.616 -0.463  -0.05
C: 0.038 0.306 0.752  -0.30
O: -1.190 -0.142 1.235  -0.09
H: 0.661 -1.614 -0.093  0.06
H: 1.281 -0.229 -1.018  0.07
H: -0.475 -0.754 -1.060  0.05
H: -0.044 1.365 0.506  0.08
H: 0.858 0.394 1.464  0.09
H: -1.906 0.169 0.675  0.06
C: -4.166 -4.848 -3.915  -0.11
O: -3.783 -4.326 -2.650  -0.23
C: -4.656 -4.312 -1.501  -0.19
C: -4.061 -3.432 -0.469  -0.22
N: -4.455 -2.038 -0.646  -0.02
C: -3.621 -1.405 -1.703  -0.16
C: -3.749 0.130 -2.056  -0.15
O: -3.186 0.735 -0.892  -0.23
C: -2.742 2.045 -1.165  -0.11
H: -3.427 -4.591 -4.674  0.08
H: -5.140 -4.412 -4.138  0.08
H: -4.408 -5.908 -3.999  0.08
H: -4.745 -5.335 -1.134  0.12
H: -5.620 -3.962 -1.871  0.12
H: -2.980 -3.553 -0.404  0.11
H: -4.234 -3.797 0.544  0.11
H: -4.512 -1.510 0.213  0.07
H: -4.151 -1.808 -2.566  0.10
H: -2.597 -1.771 -1.774  0.10
H: -4.785 0.467 -2.063  0.12
H: -3.242 0.456 -2.964  0.12
H: -2.409 2.405 -0.191  0.07
H: -3.578 2.728 -1.315  0.09
H: -1.921 2.239 -1.855  0.09
C: 0.218 -2.249 6.133  -0.08
O: -0.306 -3.039 5.035  -0.18
C: -0.974 -2.260 4.132  -0.24
C: -1.201 -3.210 2.944  -0.22
N: -2.198 -4.241 2.976  -0.06
C: -1.997 -5.153 1.862  -0.19
C: -1.087 -6.312 2.335  -0.19
O: -1.777 -7.435 2.892  -0.20
C: -0.933 -8.456 3.285  -0.14
H: -0.558 -1.756 6.718  0.08
H: 0.854 -1.414 5.839  0.07
H: 0.875 -2.917 6.690  0.09
H: -0.484 -1.333 3.833  0.09
H: -1.961 -2.099 4.567  0.12
H: -0.276 -3.627 2.545  0.11
H: -1.504 -2.570 2.115  0.09
H: -2.259 -4.610 3.915  0.12
H: -1.464 -4.821 0.970  0.11
H: -2.935 -5.557 1.483  0.11
H: -0.493 -6.046 3.209  0.12
H: -0.488 -6.534 1.452  0.11
H: -0.258 -7.966 3.987  0.08
H: -0.359 -8.913 2.480  0.09
H: -1.504 -9.234 3.792  0.09
C: 0.061 2.927 -5.133  -0.14
O: -0.298 2.204 -6.241  -0.17
C: 0.700 2.241 -7.277  -0.21
C: 1.326 0.882 -7.610  -0.21
N: 0.168 0.085 -7.837  -0.08
C: 0.349 -1.344 -7.593  -0.17
C: -0.991 -2.064 -7.992  -0.19
O: -1.847 -2.075 -6.846  -0.18
C: -3.194 -2.268 -7.096  -0.14
H: -0.580 2.538 -4.342  0.08
H: -0.192 3.987 -5.155  0.08
H: 1.131 2.859 -4.933  0.09
H: 1.480 2.984 -7.443  0.12
H: 0.217 2.747 -8.112  0.12
H: 1.963 0.412 -6.862  0.09
H: 1.936 0.838 -8.513  0.12
H: -0.533 0.527 -7.259  0.10
H: 0.623 -1.598 -6.568  0.10
H: 1.200 -1.710 -8.167  0.12
H: -0.812 -3.094 -8.302  0.10
H: -1.327 -1.722 -8.971  0.12
H: -3.918 -2.297 -6.281  0.08
H: -3.243 -3.291 -7.468  0.08
H: -3.650 -1.647 -7.867  0.09
C: -4.304 -1.439 2.818  -0.05
O: -5.684 -0.920 2.727  -0.20
C: -6.286 -0.509 3.940  -0.28
C: -7.685 -0.030 3.922  -0.20
N: -8.585 -1.230 3.622  -0.02
C: -9.925 -0.621 3.492  -0.22
C: -10.977 -1.398 2.641  -0.17
O: -10.642 -1.225 1.242  -0.21
C: -9.518 -1.902 0.678  -0.10
H: -4.162 -2.507 2.983  0.08
H: -3.749 -0.748 3.453  0.08
H: -3.844 -1.200 1.859  0.05
H: -5.650 0.330 4.221  0.12
H: -6.260 -1.344 4.641  0.13
H: -7.610 0.771 3.186  0.12
H: -7.868 0.426 4.895  0.13
H: -8.340 -1.801 2.826  0.07
H: -9.834 0.385 3.082  0.10
H: -10.343 -0.464 4.486  0.11
H: -12.014 -1.100 2.794  0.11
H: -11.004 -2.460 2.885  0.11
H: -9.442 -2.909 1.088  0.09
H: -8.686 -1.259 0.965  0.07
H: -9.389 -1.934 -0.403  0.09
C: 7.271 -3.759 -4.290  -0.13
O: 6.664 -4.338 -3.166  -0.19
C: 5.849 -5.547 -3.391  -0.18
C: 4.400 -5.407 -3.078  -0.25
N: 4.174 -5.103 -1.714  -0.08
C: 2.731 -5.308 -1.258  -0.10
C: 2.090 -6.789 -1.417  -0.19
O: 2.609 -7.827 -0.601  -0.20
C: 4.087 -8.043 -0.648  -0.06
H: 6.618 -3.421 -5.095  0.07
H: 8.049 -4.393 -4.715  0.08
H: 7.683 -2.870 -3.813  0.08
H: 6.220 -6.206 -2.606  0.11
H: 6.117 -6.208 -4.215  0.12
H: 3.973 -6.399 -3.222  0.11
H: 3.925 -4.613 -3.654  0.12
H: 4.717 -4.435 -1.185  0.10
H: 2.141 -4.574 -1.806  0.08
H: 2.714 -5.036 -0.202  0.10
H: 2.161 -7.301 -2.376  0.10
H: 1.056 -6.627 -1.112  0.10
H: 4.329 -8.920 -0.049  0.08
H: 4.666 -7.225 -0.220  0.06
H: 4.471 -8.049 -1.668  0.07
C: -6.812 11.629 6.892  -0.12
O: -6.871 11.303 5.523  -0.20
C: -6.032 10.304 4.925  -0.20
C: -6.289 8.853 5.312  -0.24
N: -5.573 8.004 4.380  -0.05
C: -5.485 6.610 4.934  -0.16
C: -4.863 5.558 3.893  -0.18
O: -5.736 5.368 2.786  -0.19
C: -5.291 4.858 1.602  -0.15
H: -7.202 12.646 6.905  0.09
H: -5.776 11.600 7.232  0.08
H: -7.394 11.019 7.583  0.08
H: -4.983 10.553 5.088  0.12
H: -6.222 10.439 3.860  0.12
H: -7.372 8.736 5.274  0.12
H: -6.067 8.606 6.350  0.12
H: -6.151 7.918 3.556  0.11
H: -6.500 6.254 5.110  0.10
H: -5.019 6.505 5.914  0.11
H: -4.676 4.541 4.239  0.11
H: -3.876 5.936 3.626  0.10
H: -4.644 5.409 0.920  0.09
H: -6.144 4.373 1.127  0.10
H: -4.599 4.030 1.762  0.07
C: -0.232 -3.581 -3.414  -0.06
O: -0.009 -4.718 -4.303  -0.22
C: -0.553 -5.957 -3.890  -0.19
C: -0.256 -7.171 -4.877  -0.20
N: -0.877 -6.795 -6.122  -0.05
C: -0.304 -7.615 -7.165  -0.24
C: -0.927 -7.201 -8.474  -0.19
O: -0.405 -7.831 -9.666  -0.21
C: 0.986 -8.001 -9.757  -0.13
H: 0.254 -2.679 -3.786  0.08
H: 0.045 -3.726 -2.370  0.07
H: -1.300 -3.369 -3.448  0.07
H: -1.602 -5.664 -3.925  0.09
H: -0.350 -6.163 -2.839  0.10
H: -0.767 -7.999 -4.386  0.12
H: 0.804 -7.425 -4.912  0.11
H: -0.393 -5.914 -6.021  0.09
H: -0.606 -8.651 -7.012  0.13
H: 0.778 -7.487 -7.211  0.11
H: -0.829 -6.130 -8.650  0.12
H: -1.968 -7.522 -8.491  0.13
H: 1.287 -8.223 -10.781  0.09
H: 1.268 -8.860 -9.148  0.08
H: 1.440 -7.069 -9.419  0.09
C: 1.207 7.218 -1.090  -0.10
O: 0.493 7.169 0.099  -0.21
C: 0.787 8.218 0.916  -0.24
C: 1.932 8.051 1.998  -0.16
N: 1.734 6.670 2.508  -0.05
C: 2.934 6.141 3.142  -0.19
C: 3.440 4.961 2.282  -0.21
O: 3.643 5.418 0.953  -0.19
C: 3.266 4.441 -0.038  -0.08
H: 2.270 7.163 -0.854  0.09
H: 1.019 8.156 -1.612  0.09
H: 0.869 6.329 -1.622  0.10
H: -0.171 8.336 1.423  0.12
H: 0.975 9.111 0.319  0.11
H: 1.772 8.802 2.771  0.11
H: 2.895 8.215 1.514  0.11
H: 1.428 6.146 1.700  0.05
H: 2.592 5.592 4.020  0.09
H: 3.715 6.765 3.575  0.12
H: 2.682 4.179 2.325  0.12
H: 4.420 4.805 2.732  0.12
H: 3.737 3.469 0.109  0.08
H: 3.467 4.855 -1.026  0.09
H: 2.197 4.228 -0.027  0.06
C: -0.749 7.272 6.215  -0.14
O: -0.064 6.153 6.778  -0.16
C: 0.760 6.698 7.825  -0.24
C: 1.276 5.541 8.678  -0.21
N: 2.193 4.626 8.014  -0.06
C: 3.290 5.299 7.265  -0.15
C: 3.991 4.120 6.461  -0.19
O: 3.183 3.457 5.499  -0.22
C: 3.772 2.551 4.671  -0.14
H: -0.407 7.936 5.421  0.09
H: -1.569 7.660 6.818  0.09
H: -1.491 6.828 5.551  0.06
H: 0.078 7.346 8.374  0.11
H: 1.512 7.431 7.532  0.11
H: 0.429 4.993 9.091  0.12
H: 1.769 5.951 9.559  0.11
H: 1.638 4.005 7.442  0.09
H: 4.006 5.785 7.928  0.12
H: 2.941 6.069 6.577  0.09
H: 4.479 3.429 7.149  0.12
H: 4.806 4.618 5.936  0.11
H: 4.631 3.037 4.207  0.08
H: 3.060 2.252 3.901  0.08
H: 4.023 1.756 5.372  0.10
C: 8.839 1.426 -1.045  -0.13
O: 7.652 2.104 -1.314  -0.15
C: 6.847 1.386 -2.224  -0.23
C: 6.251 0.101 -1.706  -0.24
N: 5.128 0.208 -0.810  -0.06
C: 4.971 -0.990 0.032  -0.16
C: 3.914 -0.638 1.045  -0.26
O: 4.204 -1.227 2.254  -0.17
C: 3.083 -1.080 3.211  -0.04
H: 8.820 0.352 -0.858  0.08
H: 9.379 1.865 -0.206  0.09
H: 9.474 1.577 -1.918  0.09
H: 7.265 1.070 -3.179  0.12
H: 6.016 2.057 -2.442  0.13
H: 7.070 -0.494 -1.303  0.10
H: 5.830 -0.398 -2.579  0.11
H: 5.135 1.145 -0.434  0.10
H: 5.855 -1.515 0.395  0.13
H: 4.460 -1.619 -0.698  0.11
H: 2.959 -1.034 0.702  0.10
H: 3.765 0.438 1.142  0.12
H: 2.887 -1.978 3.798  0.08
H: 2.092 -0.839 2.827  0.07
H: 3.396 -0.327 3.935  0.07
C: 5.753 1.861 -6.856  -0.07
C: 6.316 0.437 -7.007  -0.47
C: 5.274 -0.382 -7.796  -0.17
O: 4.071 -0.628 -7.080  -0.21
C: 4.089 -1.348 -5.876  -0.11
N: 7.503 0.612 -7.748  0.03
H: 4.814 1.837 -6.304  0.07
H: 5.593 2.423 -7.776  0.08
H: 6.427 2.437 -6.222  0.07
H: 6.544 0.092 -5.999  0.12
H: 5.708 -1.364 -7.982  0.12
H: 5.091 0.021 -8.792  0.14
H: 4.129 -2.434 -5.965  0.08
H: 3.058 -1.337 -5.521  0.08
H: 4.784 -1.022 -5.103  0.08
H: 8.331 0.603 -7.171  0.08
H: 7.548 -0.241 -8.288  0.07
C: -1.766 2.438 5.764  -0.08
C: -1.742 2.234 4.269  -0.39
C: -1.051 3.479 3.539  -0.09
O: -0.840 3.004 2.145  -0.24
C: -0.516 3.994 1.161  -0.11
N: -0.921 1.025 4.065  0.05
H: -0.736 2.639 6.062  0.07
H: -2.040 1.586 6.386  0.07
H: -2.419 3.208 6.174  0.07
H: -2.746 1.985 3.926  0.13
H: -0.074 3.768 3.928  0.12
H: -1.809 4.258 3.455  0.11
H: -0.125 3.611 0.219  0.07
H: 0.096 4.798 1.571  0.06
H: -1.437 4.465 0.820  0.08
H: 0.026 1.302 4.282  0.07
H: -0.926 0.741 3.096  0.02

## Properties
HOMO (Ha): -0.2966
Kohn-Sham gap (eV): 8.239

C35H56NRuSi2Te | wB97M-V/def2-TZVPD

Each line ends with the Mulliken spin population.
Element x y z (Å)
Ru: 0.800 -0.543 -0.645  2.19
C: 2.024 1.376 -1.018  0.25
C: 0.913 1.463 -1.934  -0.13
C: 1.061 0.377 -2.871  0.31
C: 2.186 -0.377 -2.424  -0.21
C: 2.839 0.276 -1.329  -0.03
C: 4.191 -0.023 -0.708  -0.03
C: 4.903 -1.154 -1.449  0.00
C: 4.038 -0.385 0.772  0.13
C: 5.046 1.248 -0.828  0.01
C: 0.245 -0.186 -4.045  -0.09
C: 1.215 -0.799 -5.075  0.01
C: -0.616 0.819 -4.811  0.01
C: -0.657 -1.307 -3.504  0.25
C: 0.066 2.737 -1.984  0.08
C: 0.590 3.573 -3.165  0.02
C: 0.281 3.587 -0.724  -0.03
C: -1.449 2.470 -2.120  0.06
H: 2.256 2.109 -0.264  0.03
H: 2.580 -1.242 -2.931  -0.02
H: 4.375 -2.103 -1.352  0.00
H: 5.899 -1.295 -1.030  0.00
H: 5.018 -0.928 -2.511  0.00
H: 3.375 -1.243 0.902  -0.03
H: 3.629 0.452 1.343  0.00
H: 5.007 -0.643 1.201  0.00
H: 5.135 1.568 -1.868  0.00
H: 6.050 1.058 -0.445  0.00
H: 4.622 2.072 -0.253  0.00
H: 2.035 -0.117 -5.306  0.00
H: 0.679 -1.001 -6.002  0.00
H: 1.637 -1.746 -4.739  0.00
H: -0.007 1.561 -5.325  0.00
H: -1.342 1.327 -4.187  0.00
H: -1.168 0.274 -5.577  0.00
H: -0.056 -2.134 -3.118  -0.01
H: -1.296 -1.703 -4.296  0.00
H: -1.313 -0.947 -2.706  -0.08
H: 1.659 3.767 -3.055  0.01
H: 0.074 4.534 -3.182  0.00
H: 0.428 3.086 -4.121  0.00
H: 1.303 3.963 -0.650  0.00
H: 0.030 3.051 0.191  0.02
H: -0.377 4.455 -0.776  0.00
H: -1.855 2.899 -3.036  0.00
H: -1.991 2.921 -1.289  0.04
H: -1.682 1.408 -2.120  -0.04
C: -1.448 -0.508 3.843  0.04
Si: -0.038 -0.547 2.613  -0.09
C: 0.691 1.183 2.408  0.17
C: 1.330 -1.507 3.483  0.02
C: -0.399 -1.403 0.920  0.37
C: 0.446 -2.645 0.827  -0.10
C: 0.468 -3.817 1.580  0.02
C: 1.329 -4.827 1.203  0.01
C: 2.151 -4.671 0.087  -0.01
C: 2.089 -3.490 -0.616  0.07
N: 1.253 -2.519 -0.232  -0.25
Si: -2.130 -2.002 0.332  -0.01
C: -3.146 -0.748 -0.625  0.04
C: -1.867 -3.489 -0.797  0.04
C: -3.151 -2.603 1.782  0.01
H: -1.138 0.129 4.676  0.00
H: -1.634 -1.507 4.241  0.00
H: -2.390 -0.115 3.464  0.00
H: 1.701 1.184 2.825  0.01
H: 0.106 1.931 2.947  0.00
H: 0.761 1.530 1.379  -0.03
H: 1.618 -0.912 4.355  0.00
H: 2.225 -1.633 2.870  -0.01
H: 1.035 -2.489 3.850  0.00
H: -0.193 -3.927 2.429  0.00
H: 1.360 -5.749 1.769  0.00
H: 2.817 -5.458 -0.235  0.00
H: 2.677 -3.309 -1.504  0.00
H: -2.571 0.054 -1.079  -0.01
H: -3.888 -0.279 0.019  0.01
H: -3.671 -1.279 -1.423  0.00
H: -1.065 -3.352 -1.524  -0.01
H: -2.787 -3.662 -1.360  0.00
H: -1.649 -4.400 -0.238  0.00
H: -3.399 -1.794 2.467  0.00
H: -2.656 -3.393 2.350  0.00
H: -4.090 -3.014 1.403  0.00
Te: -2.750 2.286 1.647  0.97
C: -3.775 2.746 3.392  -0.02
C: -3.466 3.909 4.101  0.02
C: -4.156 4.215 5.263  -0.04
C: -5.155 3.369 5.722  0.07
C: -5.469 2.212 5.021  -0.03
C: -4.782 1.898 3.860  0.01
H: -2.690 4.570 3.740  0.00
H: -3.916 5.118 5.809  0.00
H: -5.693 3.612 6.629  0.00
H: -6.251 1.555 5.379  0.00
H: -5.026 0.997 3.312  0.00

## Properties
Energy above the lowest of the compared OMol25 structures with the same formula, charge and spin (kcal per mole): 0.00
HOMO (spin up / spin down) (Ha): -0.3843 / -0.3756
Expectation value of S²: 6.024
Spin multiplicity: 5
Kohn-Sham gap (spin up / spin down) (eV): 7.804 / 5.815
Net charge: +1

Q: What is the formula in the first record?
A: C72H184N12O24